83
Properties=species:S:1:pos:R:3:mulliken_charge:R:1 method="wB97M-V/def2-TZVPD" charge=+1 largest_force_ev_per_a=2.59 e_tot_ha=-2873.92216 e_above_lowest_kcal_mol=60.5 homo_lumo_gap_ha=0.2488 molar_mass_g_mol=828.959 homo_ev=-9.9 e_lumo_ev=-3.084 multiplicity=1
Ir 0.29381 -0.49032 -0.00895 2.4981
N 4.53734 -1.16709 -0.56230 -0.3928
C 3.28302 -0.83024 -0.22136 0.7258
S 1.99848 -1.81550 -0.85950 -0.4768
N 3.13227 0.19166 0.58484 -1.6562
N 1.82736 0.46097 0.88192 1.0239
C 1.59523 1.46032 1.65258 -0.3938
C 0.20450 1.76058 1.90950 0.7227
C -0.17012 2.79754 2.74623 -0.9700
C -1.51520 3.04814 2.95036 -0.8296
C -2.43540 2.25528 2.29621 -1.1576
C -1.98332 1.25180 1.45950 -0.2768
N -0.69610 0.97017 1.26926 0.3587
H 4.70773 -1.90091 -1.22412 0.1983
H 5.30484 -0.61851 -0.21550 0.2432
H 2.41649 2.03924 2.05345 0.4622
H 0.59580 3.39088 3.22536 0.5570
H -1.83396 3.85251 3.59927 0.4668
H -3.49881 2.41908 2.39696 0.6040
H -2.69597 0.65981 0.91497 0.5294
C -2.59559 -0.90383 -1.09884 -0.6477
C -2.71279 -1.76639 0.19110 -1.5507
P -1.07598 -2.04121 1.07962 0.6401
C -0.66739 -3.79959 0.81118 0.9739
C 0.66623 -4.18888 0.93773 -0.4768
C 1.02920 -5.52018 0.80114 -1.0274
C 0.06362 -6.48376 0.54996 -0.6589
C -1.26880 -6.11221 0.44714 -0.7539
C -1.63198 -4.78006 0.57828 -0.5050
C -1.42513 -2.02952 2.87103 0.7579
C -2.42490 -1.22822 3.42205 -0.3294
C -2.65244 -1.21665 4.79003 -0.9716
C -1.87885 -2.00197 5.62961 -0.5759
C -0.87808 -2.79899 5.09372 -0.7742
C -0.65244 -2.81594 3.72686 -0.7634
P -1.01119 -1.39287 -1.85881 1.1839
C -1.33283 -2.73854 -3.01542 0.6410
C -1.02944 -4.07138 -2.76665 -0.5379
C -1.41920 -5.04607 -3.67541 -0.8221
C -2.10706 -4.68644 -4.82356 -0.5988
C -2.39459 -3.35091 -5.07945 -0.7205
C -2.01059 -2.37074 -4.18034 -0.6113
C -0.04276 -0.17709 -2.76110 0.6393
C 0.65574 -0.46718 -3.93348 -1.3095
C 1.70909 0.35090 -4.29999 -0.7617
C 2.09262 1.42322 -3.49470 -1.0081
C 1.42538 1.66947 -2.30825 -0.1430
C 0.33899 0.87651 -1.91478 0.6171
H -2.48227 0.16681 -0.90740 -0.1991
H -3.48131 -1.04374 -1.72262 0.9927
H -3.05913 -2.76560 -0.06660 0.4987
H -3.46582 -1.35216 0.86039 0.8111
H 1.42638 -3.44558 1.13368 0.7013
H 2.06974 -5.80222 0.89218 0.4469
H 0.34690 -7.52261 0.44380 0.4228
H -2.03180 -6.85921 0.27202 0.4805
H -2.68270 -4.53387 0.51175 0.3956
H -3.05283 -0.61384 2.79543 0.1068
H -3.44131 -0.59731 5.19608 0.4444
H -2.06069 -2.00095 6.69600 0.4114
H -0.27158 -3.41876 5.74054 0.4345
H 0.12932 -3.45092 3.33545 0.3903
H -0.47230 -4.34781 -1.88288 0.4440
H -1.18116 -6.08420 -3.48513 0.4590
H -2.41747 -5.44655 -5.52812 0.4012
H -2.91885 -3.07103 -5.98336 0.4302
H -2.23484 -1.33012 -4.38277 0.4792
H 0.40635 -1.33001 -4.53812 0.4334
H 2.25499 0.14053 -5.21074 0.4245
H 2.91932 2.05221 -3.80025 0.4507
H 1.71613 2.51042 -1.68664 0.4915
H -0.73080 1.66337 -1.21687 -1.1349
C -2.77172 4.34993 -1.60504 -1.6259
C -1.69503 3.36138 -2.02719 0.6416
C -2.03576 2.75215 -3.38608 -1.1173
O -1.57049 2.38991 -1.01856 -0.4497
H -2.81536 5.20706 -2.27830 0.4311
H -2.57188 4.71595 -0.59616 0.3386
H -3.75026 3.86258 -1.60501 0.3622
H -0.75466 3.92800 -2.13281 0.1785
H -2.99517 2.23013 -3.32039 0.2644
H -1.27872 2.03762 -3.71133 0.1372
H -2.11817 3.52319 -4.15442 0.4807

***

96
Properties=species:S:1:pos:R:3:mulliken_charge:R:1 method="wB97M-V/def2-TZVPD" charge=-2 largest_force_ev_per_a=0.39 e_tot_ha=-2947.48760 e_above_lowest_kcal_mol=11.5 homo_lumo_gap_ha=0.2305 molar_mass_g_mol=870.045 homo_ev=-2.7 e_lumo_ev=3.586 multiplicity=1
Rb 0.81121 -0.73254 -0.04851 0.9383
C -5.09399 -3.80371 -1.66762 -0.8861
N -3.74034 -3.31921 -1.83274 0.3163
C -2.71831 -3.97244 -2.47176 -0.3917
C -1.61591 -3.17498 -2.33141 -0.7142
N -1.94077 -2.05454 -1.61873 0.0548
C -3.21617 -2.15794 -1.33022 0.1265
P -4.22133 -1.04133 -0.30370 -0.4516
C -3.27120 0.51668 -0.46644 -0.0514
N -1.96253 0.64197 -0.47470 0.3391
C -1.69372 1.97533 -0.60244 -0.6740
C -2.86485 2.67767 -0.66034 -0.7148
N -3.87215 1.75152 -0.57575 0.4314
C -5.28479 2.06353 -0.59483 -1.0315
C -3.62405 -1.64047 1.30828 0.1200
N -2.91330 -2.73629 1.47618 -0.4978
C -2.66366 -2.80814 2.82333 -0.8868
C -3.24079 -1.75483 3.47032 -0.1384
N -3.88739 -1.03053 2.50069 0.4245
C -4.67817 0.17173 2.69554 -0.9267
H -5.24455 -4.66000 -2.32052 0.3341
H -5.81016 -3.02762 -1.93248 0.3216
H -5.27580 -4.10753 -0.63548 0.2830
H -2.86468 -4.92647 -2.95258 0.3857
H -0.60474 -3.34072 -2.67865 0.3919
H -0.67622 2.34259 -0.65918 0.4556
H -3.07352 3.73285 -0.74731 0.4422
H -5.52465 2.67556 -1.46429 0.3695
H -5.57423 2.60551 0.30699 0.3255
H -5.85474 1.14077 -0.64920 0.3572
H -2.04129 -3.58451 3.23915 0.4280
H -3.17922 -1.43460 4.49832 0.4452
H -5.23051 0.08941 3.63091 0.4188
H -5.39607 0.25687 1.87891 0.3900
H -4.04328 1.05752 2.71346 0.2252
N -1.48495 1.77708 2.62242 -0.1310
C -1.03239 1.99400 4.00260 -0.8261
C 0.21633 1.19319 4.35162 -0.1345
C -0.10191 -0.30505 4.12587 0.2082
O -0.65760 -0.90268 5.07741 -0.7948
O 0.15379 -0.73049 2.96700 -0.4678
H -1.42359 0.77538 2.43371 -0.1043
H -0.79616 2.16012 1.98841 0.1869
H -1.83961 1.69444 4.67864 0.2767
H -0.86838 3.06637 4.14704 0.4210
H 0.49921 1.35015 5.39545 0.3832
H 1.02923 1.49846 3.68770 0.0547
C 3.62901 2.88531 -0.02364 -1.3020
C 2.56271 3.72781 0.58745 0.8193
N 1.37418 3.32247 0.95515 -0.1047
C 0.71626 4.43964 1.43515 -0.3170
C 1.51441 5.53540 1.34660 -0.9648
N 2.69779 5.07638 0.79693 0.4541
C 3.86942 5.87151 0.57572 -1.1480
N 4.43105 6.35628 1.82466 0.7378
N 4.46212 7.68348 2.06948 -0.7149
N 4.89107 7.88906 3.25714 -0.5791
C 5.12966 6.66757 3.84902 0.1173
C 5.58374 6.34600 5.13065 -0.6912
C 5.70955 5.01097 5.43727 -0.5038
C 5.38977 4.00617 4.50074 -0.7688
C 4.93929 4.30657 3.23618 -0.4364
C 4.81819 5.66445 2.92997 1.4105
H 3.37146 1.83789 0.10341 0.1141
H 4.61222 3.07422 0.41534 0.5129
H 3.68670 3.06764 -1.09699 -0.0246
H -0.29651 4.38556 1.80622 0.5290
H 1.37093 6.57410 1.60179 0.4508
H 3.63780 6.75913 -0.00489 0.3431
H 4.59447 5.27058 0.03495 0.5150
H 5.80236 7.12698 5.84858 0.4079
H 6.04846 4.71859 6.42293 0.3544
H 5.49395 2.96816 4.78966 0.4145
H 4.66967 3.52566 2.53714 0.2631
F 2.48802 -2.03109 -9.06927 -0.2764
C 2.64747 -0.90923 -8.29721 0.8995
F 1.65860 -0.06952 -8.67369 -0.2786
F 3.81241 -0.35744 -8.71134 -0.2825
C 2.63499 -1.21061 -6.84541 0.3483
C 3.80391 -1.62226 -6.21379 -0.5566
C 3.79117 -1.94588 -4.87094 -0.6433
C 2.61108 -1.87384 -4.11057 0.7380
C 1.44611 -1.43722 -4.76826 -0.4443
C 1.45725 -1.11210 -6.11091 -0.6491
C 2.59043 -2.23133 -2.73300 0.4186
C 2.59770 -2.54021 -1.53461 -1.9963
H 4.72472 -1.68085 -6.78170 0.3553
H 4.70273 -2.26023 -4.37990 0.4037
H 0.53587 -1.33855 -4.19074 0.5318
H 0.55229 -0.76924 -6.59666 0.3625
B 2.86927 3.39966 -3.62617 0.2721
C 2.11709 2.23344 -2.85848 -0.0871
N 1.59730 1.42826 -2.21134 -0.4145
H 4.01428 3.46542 -3.19313 -0.2344
H 2.88440 3.16441 -4.81877 -0.1819
H 2.28349 4.45015 -3.39724 -0.2051

***

81
Properties=species:S:1:pos:R:3:mulliken_charge:R:1 method="wB97M-V/def2-TZVPD" charge=+1 largest_force_ev_per_a=0.97 e_tot_ha=-2575.32422 homo_lumo_gap_ha=0.2086 molar_mass_g_mol=602.626 homo_ev=-10.3 e_lumo_ev=-4.663 multiplicity=1
C 5.54657 0.61234 -1.00282 -1.3447
C 5.70577 1.61566 -2.15182 0.5615
C 5.67739 3.07802 -1.70947 -1.2323
N 4.59941 3.36886 -0.73852 -0.2205
C 3.31280 3.25087 -1.19462 -0.3531
C 2.32494 2.53452 -0.51562 0.3039
C 1.07194 2.45834 -1.03860 0.3898
C 0.04440 1.61762 -0.34383 0.1686
O 0.32638 0.71671 0.37582 -0.5028
O -1.22250 1.96936 -0.70310 -0.3077
C -2.16007 0.95534 -0.49351 -0.0197
Cl -2.98484 0.87103 1.00780 -0.1230
C -2.40663 0.11670 -1.49444 0.5376
C -1.68236 0.20784 -2.80579 -0.9153
Cl -3.57246 -1.12121 -1.32664 -0.0998
C 0.75811 3.08616 -2.24679 -0.3170
C 1.72889 3.80108 -2.87642 -0.9652
N 2.97021 3.87545 -2.33433 0.1703
H 5.99300 -0.32908 -1.30997 0.4201
H 4.50688 0.38229 -0.78600 0.2809
H 6.06910 0.91417 -0.09698 0.3232
H 6.67748 1.44464 -2.60451 0.5000
H 4.92366 1.41766 -2.88213 -0.2830
H 5.57369 3.70735 -2.58851 0.2880
H 6.62264 3.34975 -1.25366 0.4277
H 4.70311 2.80747 0.09702 0.3846
H 2.53811 2.03637 0.41737 0.7176
H -1.96204 1.14421 -3.28425 0.2778
H -0.60663 0.19509 -2.64729 0.2027
H -1.95895 -0.61008 -3.45763 0.4313
H -0.21673 3.02953 -2.69892 0.5795
H 1.55804 4.32353 -3.80127 0.4286
H 3.65040 4.43814 -2.82654 0.2658
C -4.40858 -5.01295 1.47134 -0.5780
C -4.69668 -3.97544 0.59617 -0.0736
C -5.97214 -3.84986 0.06202 -0.1459
C -6.96113 -4.76014 0.40753 -0.4335
C -6.67319 -5.79651 1.28524 -0.4382
C -5.39696 -5.92392 1.81623 -0.3813
H -3.41512 -5.10840 1.89040 0.4018
H -3.92650 -3.26251 0.33329 0.1839
H -6.19757 -3.04171 -0.62325 0.3084
H -7.95631 -4.66146 -0.00613 0.3784
H -7.44507 -6.50491 1.55664 0.3833
H -5.17304 -6.73134 2.50121 0.4037
C -0.06024 4.80582 4.88612 -0.4405
C -0.79892 3.87254 4.17133 -0.5111
C -0.38288 3.51223 2.89836 -0.1634
C 0.74638 4.07767 2.34585 0.0932
C 1.49175 5.01058 3.05410 -0.5184
C 1.08309 5.37328 4.32938 -0.4369
H -0.37362 5.09478 5.88033 0.3738
H -1.68580 3.42940 4.60348 0.4082
H -0.93636 2.79379 2.30577 0.2431
H 1.02171 3.76980 1.34707 0.2082
H 2.37806 5.45505 2.61851 0.3718
H 1.65115 6.10235 4.89159 0.3735
C 4.10088 -2.08468 -6.82764 -0.4237
C 5.12202 -1.27809 -6.34500 -0.4114
C 4.81714 -0.14739 -5.60158 -0.3828
C 3.49222 0.17326 -5.33699 -0.0581
C 2.47122 -0.63442 -5.81770 -0.5048
C 2.77630 -1.76282 -6.56528 -0.4173
H 4.33740 -2.96542 -7.40945 0.3751
H 6.15412 -1.53091 -6.54838 0.3714
H 5.61317 0.48647 -5.23006 0.3780
H 3.25351 1.05835 -4.75605 0.3205
H 1.43760 -0.38458 -5.61311 0.3958
H 1.98175 -2.39128 -6.94489 0.3710
C -3.02082 -3.46250 6.59662 -0.3311
C -3.09195 -2.92344 5.31913 -0.4811
C -4.21000 -3.15375 4.52964 -0.3152
C -5.25968 -3.91905 5.01814 -0.3878
C -5.18932 -4.45614 6.29579 -0.4279
C -4.06914 -4.22987 7.08434 -0.3926
H -2.14835 -3.28480 7.21222 0.3587
H -2.27452 -2.32360 4.93867 0.3724
H -4.26435 -2.73996 3.53056 0.4755
H -6.13074 -4.09752 4.40050 0.3988
H -6.00822 -5.05186 6.67787 0.3676
H -4.01347 -4.65195 8.07938 0.3629